12
Properties=species:S:1:pos:R:3:forces:R:3:nbo_charge:R:1 method="wB97M-V/def2-TZVPD" orbital_gap_ev=10.4680
C -1.533691 -0.232877 0.045338 0.083 0.307 1.727 -0.4301
C 0.979781 -0.535280 -0.079812 0.393 0.816 0.653 0.6785
C 1.135399 1.002101 -0.063488 1.531 -0.330 -0.495 -0.7308
H -1.288248 0.836451 0.525310 -0.535 -2.531 -1.383 0.2192
H -2.144734 -0.797695 0.855167 0.949 0.973 -1.368 0.2057
H -2.178696 -0.145219 -0.864473 0.720 0.109 0.719 0.2052
H -0.365565 -2.029248 -0.145594 0.120 -0.034 0.061 0.4019
H 0.710856 1.511631 -0.929405 -0.282 -0.152 0.122 0.2252
H 0.789728 1.452776 0.851263 -0.499 0.042 0.332 0.2252
H 2.227884 1.224463 -0.070826 -0.745 -0.411 -0.111 0.2442
N -0.278218 -1.028022 -0.201758 -1.607 1.244 0.082 -0.6287
O 1.945501 -1.259079 0.078279 -0.129 -0.032 -0.341 -0.6157

***

12
Properties=species:S:1:pos:R:3:forces:R:3:nbo_charge:R:1 method="wB97M-V/def2-TZVPD" orbital_gap_ev="8.7247 / 8.7236"
C 2.266782 0.569498 -0.096530 -0.807 -1.954 1.344 -0.1541
C -1.296604 -0.997881 0.354472 0.586 -0.484 0.132 -0.6866
C -0.505944 0.019030 -0.437738 3.718 -1.896 2.382 0.3196
N 1.472100 -0.397168 0.181345 -2.119 1.810 -1.892 -0.4540
O -0.713205 1.304994 -0.180095 -1.766 1.745 0.931 -0.6904
H 3.307419 0.311664 0.171234 -0.089 0.630 -0.275 0.1682
H 2.017173 1.591518 -0.400366 -0.135 -0.153 -0.281 0.1606
H -0.923045 -2.071954 0.508042 0.240 1.935 -0.326 0.2578
H -2.131213 -1.141827 -0.308178 -1.278 -0.054 0.326 0.2172
H -1.525169 -0.540388 1.345502 -0.183 -0.550 -0.726 0.2159
H -0.421279 -0.099955 -1.479919 0.501 -0.750 -1.188 0.1608
H -1.547020 1.452474 0.342236 1.333 -0.279 -0.427 0.4850

***

13
Properties=species:S:1:pos:R:3:forces:R:3:nbo_charge:R:1 method="wB97M-V/def2-TZVPD" orbital_gap_ev=9.6379
C -0.780402 0.962868 1.427176 -2.152 -2.324 -0.091 -0.5347
C -0.328767 -0.029234 0.657931 4.390 0.454 -1.635 0.2061
C 1.298926 0.046954 -0.177903 -3.537 -0.942 5.708 -0.6134
N -0.872605 -1.324397 0.532282 -2.629 1.683 1.754 -0.3013
O -0.842236 -1.934397 -1.646533 -2.739 -0.438 -0.041 -0.5154
O -0.394342 -2.198571 -0.286841 2.292 -1.463 -1.084 -0.1154
H -1.713105 0.639929 1.939028 0.415 0.700 -0.075 0.1916
H -0.536769 1.995264 1.504418 0.789 0.265 -0.116 0.2269
H 0.957133 -0.366687 -1.051435 0.343 -0.448 -2.463 0.1931
H 1.912084 -0.641265 0.505176 -0.656 1.211 -1.409 0.2298
H 1.412237 1.098604 -0.023487 0.811 0.413 -0.641 0.2214
H -1.906295 -1.397728 0.504420 0.770 0.402 0.448 0.3583
H -0.147146 -1.635131 -2.198143 1.903 0.487 -0.354 0.4528